Entry from OMol25: a gas-phase ion, C26H56N2OPS (charge +1) (ωB97M-V/def2-TZVPD).

molecular weight: 475.8 g/mol
charge: +1
relative energy (zero: lowest compared OMol25 entry of this formula, charge and spin): 0.00 kcal per mole
frontier orbital gap: 8.27 eV
SMILES: CCCCCCCCCCN1CC[NH2+]C[C@@]1(CCCCCCCCCCCOC)[PH2]=S
2S+1: 1
E_LUMO: -3.1471 eV

Cartesian coordinates (Å):
C  0.09370  -4.83520  1.85013
C  -0.88890  -4.69810  0.68104
C  -0.24711  -4.82887  -0.70149
C  -1.21917  -4.59553  -1.87131
C  -0.67875  -3.67092  -2.96436
C  -0.53181  -2.19976  -2.54682
C  -0.53064  -1.22374  -3.74381
C  -1.65225  -0.17807  -3.70573
C  -1.26871  1.09615  -2.93260
C  -2.46008  1.66934  -2.16938
N  -2.23182  2.92229  -1.40463
C  -0.86996  3.42219  -1.41871
C  -0.74801  4.86026  -0.93849
N  -1.61514  5.17730  0.25529
C  -2.99147  4.57256  0.15689
C  -2.90526  3.06308  -0.11191
C  -2.30778  2.35736  1.13392
C  -2.33670  0.81626  1.22423
C  -1.00429  0.10642  0.92105
C  -0.17311  -0.22152  2.17323
C  0.58503  0.93551  2.84087
C  1.49915  1.78567  1.94734
C  2.43943  1.01372  1.00277
C  3.91089  1.10497  1.40545
C  4.85555  0.31482  0.49528
C  4.70634  -1.21137  0.48823
C  5.32234  -1.91875  1.69425
O  4.75985  -1.55860  2.94279
C  3.48392  -2.10564  3.18579
P  -4.71986  2.66106  -0.34436
S  -5.68096  3.64472  -1.69609
H  0.04619  -5.82198  2.31503
H  -0.10341  -4.10205  2.63475
H  1.12691  -4.69097  1.51825
H  -1.42222  -3.73993  0.71826
H  -1.66365  -5.46837  0.76740
H  0.59909  -4.13234  -0.76941
H  0.18981  -5.82971  -0.79363
H  -1.48742  -5.55039  -2.33099
H  -2.15863  -4.17243  -1.48987
H  0.29949  -4.04638  -3.29070
H  -1.32944  -3.72102  -3.84307
H  0.38587  -2.07339  -1.96188
H  -1.35804  -1.94508  -1.86838
H  -0.60850  -1.79445  -4.67294
H  0.43245  -0.70332  -3.80310
H  -1.93756  0.09829  -4.72363
H  -2.55161  -0.61976  -3.25699
H  -0.91051  1.84272  -3.64781
H  -0.43804  0.88550  -2.25192
H  -2.82110  0.89774  -1.48272
H  -3.26568  1.85626  -2.89051
H  -0.15670  2.78164  -0.88741
H  -0.53518  3.45191  -2.45675
H  0.28045  5.06482  -0.63415
H  -1.03724  5.57402  -1.70955
H  -1.72236  6.19021  0.30735
H  -1.16014  4.88726  1.12185
H  -3.50973  4.81237  1.08808
H  -3.48558  5.06490  -0.68273
H  -2.81512  2.77983  2.01107
H  -1.25580  2.65949  1.21873
H  -2.65284  0.54518  2.23619
H  -3.11058  0.41630  0.56546
H  -1.21218  -0.82362  0.38638
H  -0.40811  0.71042  0.22598
H  0.53062  -1.01823  1.91034
H  -0.83491  -0.66499  2.92503
H  -0.13589  1.59928  3.33901
H  1.18870  0.51489  3.65280
H  0.88873  2.48024  1.36358
H  2.10317  2.42266  2.60580
H  2.32986  1.38810  -0.02534
H  2.13879  -0.03687  0.96419
H  4.04477  0.78098  2.44217
H  4.19924  2.16384  1.37088
H  4.72708  0.69074  -0.52868
H  5.89006  0.54596  0.77511
H  3.65741  -1.51123  0.36944
H  5.22696  -1.60857  -0.39148
H  5.26525  -3.00846  1.56112
H  6.37995  -1.64796  1.77289
H  2.68838  -1.43038  2.84406
H  3.37682  -2.26300  4.26086
H  3.35811  -3.07513  2.68574
H  -5.11122  2.85030  0.99308
H  -4.74917  1.26660  -0.40610

Löwdin atomic charge list, values in e, 2 entries: number 1, C, carries -0.106; number 2, C, carries -0.267


Entry from OMol25: 3 unconnected molecules or ions with the total composition CH9N2O2 (ωB97M-V/def2-TZVPD).

molecular weight: 81.1 g/mol
relative energy (zero: lowest compared OMol25 entry of this formula, charge and spin): 4.18 kcal per mole
frontier orbital gap (alpha / beta): 5.05 / 9.50 eV
2S+1: 2
E_LUMO (alpha / beta): 0.6957 / 0.6810 eV

Cartesian coordinates (Å):
N  1.13894  2.39973  -0.27171
C  1.04676  1.03631  -0.00038
N  0.18483  0.23436  -0.72406
H  0.60919  2.91972  -0.93804
H  1.55892  2.92177  0.46353
H  1.40924  0.68867  0.94892
H  0.47082  -0.70212  -0.91617
H  -0.17883  0.65781  -1.55435
H  0.50780  -2.55579  0.97177
H  1.61842  -3.32429  0.13524
O  1.27440  -2.47055  0.39726
H  -2.94597  -1.30632  0.25412
H  -3.79451  -0.10788  0.71473
O  -2.90001  -0.39141  0.51913

Löwdin atomic charge list, values in e, 2 entries: number 1, N, carries 0.013; number 2, C, carries -0.338